36
Properties=species:S:1:pos:R:3:forces:R:3 method="wB97M-V/def2-TZVPD" charge=+1 e_tot_ha=-736.30406 e_homo_ev="-9.57 / -13.72" lumo_energy_ev="-3.064 / -5.888" spin_multiplicity=3
C -0.63011 1.79979 -1.26286 -4.255 -5.313 1.918
C 3.60912 0.47871 0.39362 -0.180 0.403 -1.662
C 2.74670 -0.68481 -0.18207 0.879 0.449 -1.030
C 2.33809 1.44216 0.40526 1.578 -0.414 -3.156
C 1.58876 0.38857 -0.44616 0.261 -1.999 1.969
C -3.46000 1.96667 0.55806 1.382 0.890 -2.488
C -1.44002 -3.29693 -0.89443 -3.755 0.070 -1.509
C -2.39530 0.84635 0.31767 -1.861 -1.579 -0.691
C -0.15243 -1.42110 -0.71292 -1.115 1.563 -1.220
C -0.98683 1.24726 0.17008 2.330 -1.703 -4.226
C 0.29423 -0.19774 0.11052 -3.286 1.657 -0.850
N 0.36763 -0.62397 1.53650 1.117 1.037 0.199
O -0.05388 2.82373 -1.43405 3.600 6.057 -0.761
O -1.27967 -2.10237 -0.21773 0.363 1.946 0.860
F -0.58123 2.08579 1.11222 0.527 0.493 1.155
H -0.93576 1.22569 -2.13069 -0.361 -0.315 -0.100
H 4.11652 0.40779 1.31252 0.232 -0.517 1.447
H 4.45822 0.56597 -0.31767 -0.837 1.056 0.137
H 3.29304 -1.22755 -1.06631 -1.526 0.823 1.716
H 2.41318 -1.38762 0.59787 0.596 -0.223 -0.602
H 1.99882 1.60843 1.36030 -0.887 0.099 2.465
H 2.29211 2.44021 -0.06823 0.651 -0.504 0.126
H 1.43039 0.71306 -1.45243 0.058 -0.124 -0.566
H -4.49855 1.73202 0.16992 1.489 0.205 0.560
H -3.39240 2.05499 1.58997 -0.805 0.798 1.929
H -3.03829 2.94140 0.10259 -1.072 -1.395 0.562
H -2.03523 -3.13057 -1.90580 1.163 -0.373 1.885
H -2.03821 -3.91365 -0.22246 0.002 -0.242 -0.396
H -0.53404 -3.74987 -1.10952 1.889 -1.062 -0.429
H -2.36111 0.24874 1.24680 -0.523 -0.394 -0.421
H -2.76229 0.21994 -0.56941 1.060 0.535 1.377
H -0.23931 -1.23050 -1.84309 -0.009 0.281 1.513
H 0.61789 -2.10819 -0.62197 2.123 -1.368 -0.073
H -0.48598 -1.13650 1.80436 -0.038 0.759 0.099
H 0.61314 0.29881 2.04236 -0.743 -2.097 -0.153
H 1.12283 -1.32472 1.62716 -0.050 0.503 0.417